# 1
Formula: C25H44AuO2P2
Source: the OMol25 dataset
Level of theory: ωB97M-V/def2-TZVPD

Computed properties:
energy above the lowest of the compared OMol25 structures with the same formula, charge and spin: 21.5 kcal/mol
charge: +1
HOMO level (spin up / spin down): -7.9 / -9.1 eV
multiplicity: 3
⟨S²⟩: 2.0219
frontier orbital gap (spin up / spin down): 0.2033 / 0.2134 Ha

Positions of all 74 atoms, in Å:
Au  1.14  -2.15  -3.23
C  -1.60  -1.33  0.47
C  -1.34  -2.41  -0.41
C  0.69  -1.56  0.35
C  -0.35  -0.83  0.96
C  0.07  -2.60  -0.42
C  -2.91  -0.97  1.02
H  -3.72  -1.19  0.31
H  -2.96  0.09  1.29
H  -3.11  -1.54  1.94
C  -0.18  0.15  2.06
H  -1.04  0.12  2.75
H  -0.08  1.19  1.70
H  0.73  -0.12  2.61
C  2.12  -1.39  0.63
H  2.35  -1.60  1.69
H  2.44  -0.36  0.44
H  2.74  -2.06  0.02
C  0.71  -3.91  -0.68
H  0.23  -4.67  -0.03
H  1.78  -3.86  -0.43
H  0.65  -4.20  -1.74
C  -2.38  -3.29  -0.99
H  -2.88  -3.85  -0.18
H  -1.96  -4.01  -1.71
H  -3.17  -2.72  -1.50
C  -1.09  3.16  -0.83
C  -1.11  1.79  -0.86
C  -1.62  0.96  -1.98
C  -1.54  1.66  -3.34
C  -0.09  1.61  -3.76
C  0.91  2.65  -3.32
C  0.81  3.61  -2.41
C  -0.48  4.12  -1.84
H  -2.66  0.64  -1.79
H  -1.88  2.69  -3.29
H  -1.04  0.02  -2.04
H  -1.24  4.37  -2.60
H  -1.42  3.65  0.09
H  -1.05  1.28  0.10
H  -0.31  5.08  -1.32
H  1.47  1.93  -0.14
H  1.94  2.39  -3.64
H  1.72  4.08  -2.05
H  -2.19  1.09  -4.04
H  0.37  0.65  -3.43
P  -0.01  1.22  -5.54
C  -0.12  2.86  -6.29
C  -1.37  0.23  -6.19
P  1.76  -1.36  -5.17
C  1.52  0.34  -5.85
C  1.05  -2.50  -6.40
C  3.55  -1.57  -5.34
H  0.71  3.49  -5.93
H  -1.06  3.34  -5.96
H  -0.11  2.81  -7.39
H  -1.44  0.40  -7.28
H  -2.33  0.56  -5.76
H  -1.25  -0.85  -5.99
H  3.82  -1.34  -6.39
H  3.79  -2.60  -5.08
H  4.04  -0.87  -4.65
H  2.35  0.98  -5.49
H  1.58  0.23  -6.95
H  1.64  -3.42  -6.31
H  1.15  -2.08  -7.41
H  0.00  -2.71  -6.17
C  3.60  2.81  2.06
C  2.28  2.73  1.38
O  2.37  1.94  0.26
O  1.25  3.27  1.76
H  4.41  2.60  1.35
H  3.63  2.07  2.87
H  3.70  3.80  2.49

# 2
Formula: C2H10N6O2
Source: the OMol25 dataset
Level of theory: ωB97M-V/def2-TZVPD

Computed properties:
charge: +2
HOMO level (spin up / spin down): -12.2 / -18.7 eV
multiplicity: 3
⟨S²⟩: 2.0156
frontier orbital gap (spin up / spin down): 0.1448 / 0.1887 Ha

Positions of all 20 atoms, in Å:
C  3.25  0.41  0.36
C  -1.13  0.26  -0.28
N  -0.09  -1.67  0.29
N  1.96  0.77  0.33
N  -2.22  -0.36  0.18
N  0.06  -0.38  -0.25
N  -3.41  0.34  0.11
N  1.25  0.09  -0.65
O  3.77  -0.43  -0.40
O  -1.28  1.48  -0.64
H  3.85  0.81  1.15
H  0.57  -1.67  0.98
H  0.11  -2.43  -0.49
H  1.47  1.52  0.94
H  -2.24  -1.34  0.34
H  -4.30  -0.12  0.02
H  -2.26  1.70  -0.73
H  -3.59  0.78  1.13
H  1.16  0.84  -1.35
H  3.06  -0.61  -1.05

# 3
Formula: C33H29IrN7O5S2
Source: the OMol25 dataset
Level of theory: ωB97M-V/def2-TZVPD

Computed properties:
energy above the lowest of the compared OMol25 structures with the same formula, charge and spin: 76.4 kcal/mol
charge: +2
HOMO level (spin up / spin down): -13.6 / -13.8 eV
multiplicity: 2
⟨S²⟩: 0.7883
frontier orbital gap (spin up / spin down): 0.2498 / 0.2201 Ha

Positions of all 77 atoms, in Å:
Ir  0.37  0.49  0.08
N  -3.41  1.49  -1.91
C  -2.15  1.48  -1.52
N  -1.60  0.46  -0.88
C  -2.38  -0.63  -0.53
N  -1.84  -1.64  0.04
N  -0.54  -1.44  0.36
C  0.24  -2.41  0.56
C  1.55  -2.07  1.06
C  2.46  -2.98  1.54
C  3.69  -2.52  2.00
C  3.95  -1.16  1.98
C  2.97  -0.29  1.52
N  1.81  -0.76  1.05
C  -3.79  -0.62  -0.85
C  -4.67  -1.63  -0.43
C  -6.00  -1.55  -0.75
C  -6.48  -0.49  -1.52
C  -5.63  0.51  -1.94
C  -4.29  0.45  -1.58
H  -3.76  2.28  -2.42
H  -1.54  2.36  -1.73
H  -0.06  -3.44  0.38
H  2.21  -4.03  1.56
H  4.43  -3.21  2.37
H  4.90  -0.77  2.33
H  3.11  0.78  1.52
H  -4.27  -2.46  0.14
H  -6.69  -2.31  -0.40
H  -7.53  -0.44  -1.79
H  -6.00  1.34  -2.54
C  -3.34  5.84  5.80
C  -2.54  4.95  4.89
C  -3.15  3.98  4.10
C  -2.41  3.16  3.27
C  -1.03  3.31  3.24
C  -0.39  4.28  4.02
C  -1.15  5.09  4.84
S  -0.05  2.30  2.24
O  1.33  2.51  2.56
O  -0.52  0.90  2.23
N  -0.50  2.74  0.72
C  -0.12  3.86  0.05
C  0.87  4.76  0.52
C  1.21  5.86  -0.25
C  0.58  6.03  -1.47
C  -0.41  5.12  -1.85
N  -0.78  4.10  -1.11
H  -4.39  5.54  5.84
H  -3.29  6.87  5.46
H  -2.93  5.82  6.81
H  -4.23  3.87  4.14
H  -2.89  2.40  2.66
H  0.69  4.36  3.99
H  -0.66  5.84  5.45
H  1.40  4.52  1.44
H  1.96  6.55  0.09
H  0.84  6.86  -2.12
H  -0.94  5.24  -2.79
C  8.26  1.87  -0.84
C  6.78  1.79  -1.12
C  6.11  0.57  -1.10
C  4.74  0.50  -1.29
C  4.04  1.68  -1.53
C  4.69  2.91  -1.59
C  6.06  2.95  -1.39
S  2.30  1.71  -1.48
O  1.82  2.76  -2.32
O  1.68  0.39  -1.74
O  2.00  1.91  0.00
H  8.72  0.88  -0.79
H  8.44  2.39  0.10
H  8.77  2.45  -1.62
H  6.67  -0.34  -0.94
H  4.21  -0.45  -1.27
H  4.12  3.81  -1.79
H  6.58  3.90  -1.45

# 4
Formula: C24H32N3O2
Source: the OMol25 dataset
Level of theory: ωB97M-V/def2-TZVPD

Computed properties:
energy above the lowest of the compared OMol25 structures with the same formula, charge and spin: 24.2 kcal/mol
charge: +1
HOMO level: -11.2 eV
frontier orbital gap: 0.2437 Ha

Positions of all 61 atoms, in Å:
C  -1.89  1.49  4.44
N  -1.52  1.36  3.05
C  -1.49  2.45  2.22
O  -1.82  3.59  2.53
C  -1.01  1.96  0.85
C  0.31  2.60  0.42
C  0.20  4.09  0.23
C  1.02  4.95  0.96
C  0.82  6.33  0.88
C  -0.16  6.85  0.03
C  -0.93  5.98  -0.76
C  -0.74  4.60  -0.67
N  -0.90  0.51  1.05
C  -0.49  -0.28  0.03
C  -0.33  -1.65  0.14
C  0.03  -2.52  -0.88
C  0.14  -3.93  -0.69
C  0.44  -4.80  -1.78
C  0.50  -6.18  -1.61
C  0.26  -6.75  -0.35
C  -0.04  -5.93  0.74
C  -0.08  -4.54  0.59
C  -1.16  0.08  2.43
C  0.08  -0.49  3.12
C  -2.35  -0.89  2.53
H  -2.06  2.55  4.66
H  -2.81  0.93  4.65
H  -1.10  1.11  5.09
H  -1.80  2.18  0.11
H  1.07  2.37  1.19
H  0.63  2.11  -0.52
H  1.78  4.52  1.61
H  1.42  6.99  1.50
H  -0.33  7.92  -0.02
H  -1.69  6.38  -1.44
H  -1.34  3.91  -1.27
H  -0.31  0.24  -0.92
H  -0.50  -2.08  1.12
H  0.21  -2.12  -1.88
H  0.61  -4.35  -2.76
H  0.72  -6.82  -2.47
H  0.30  -7.83  -0.22
H  -0.24  -6.35  1.73
H  -0.31  -3.93  1.46
H  0.87  0.28  3.16
H  -0.18  -0.79  4.14
H  0.47  -1.36  2.59
H  -3.26  -0.38  2.20
H  -2.20  -1.77  1.90
H  -2.47  -1.22  3.57
O  2.00  -1.72  -5.82
C  2.61  -0.64  -5.11
C  1.81  -0.49  -3.83
N  1.58  -1.76  -3.15
H  2.47  -1.83  -6.67
H  3.65  -0.90  -4.85
H  2.56  0.29  -5.69
H  2.32  0.20  -3.14
H  0.82  -0.08  -4.07
H  1.49  -2.50  -3.85
H  2.33  -1.98  -2.50

# 5
Formula: C6H13NO
Source: the OMol25 dataset
Level of theory: ωB97M-V/def2-TZVPD

Computed properties:
energy above the lowest of the compared OMol25 structures with the same formula, charge and spin: 149.6 kcal/mol
charge: 0
HOMO level: -8.1 eV
frontier orbital gap: 0.2298 Ha

Positions of all 21 atoms, in Å:
C  1.44  0.70  0.03
C  2.76  0.56  0.75
C  0.82  -0.49  -0.47
N  -0.21  -0.38  -1.42
C  -1.41  0.39  -1.03
C  -1.92  0.12  0.42
C  -1.89  -1.37  0.84
O  1.33  -1.59  -0.21
H  1.55  1.69  -0.61
H  1.79  2.47  -0.95
H  2.94  1.48  1.30
H  3.68  0.37  0.19
H  2.74  -0.32  1.39
H  -0.42  -1.32  -1.73
H  -2.19  0.16  -1.76
H  -1.14  1.44  -1.14
H  -2.86  0.65  0.55
H  -1.14  0.61  1.01
H  -2.77  -1.83  0.40
H  -1.05  -1.98  0.53
H  -2.05  -1.35  1.91

# 6
Formula: C3H14N2O
Source: the OMol25 dataset
Level of theory: ωB97M-V/def2-TZVPD

Computed properties:
energy above the lowest of the compared OMol25 structures with the same formula, charge and spin: 58.2 kcal/mol
charge: +2
HOMO level: -19.5 eV
frontier orbital gap: 0.3955 Ha

Positions of all 20 atoms, in Å:
C  0.90  -0.38  -0.76
C  0.20  1.02  -0.86
C  -0.10  1.35  0.55
N  -0.68  3.25  0.29
N  -0.15  -1.51  -0.74
H  1.50  -0.63  0.11
H  1.52  -0.49  -1.65
H  -0.54  1.15  -1.64
H  1.04  1.64  -1.12
H  -0.98  1.31  1.19
H  0.60  1.98  1.10
H  -1.35  3.21  -0.50
H  -1.22  3.74  1.02
H  -0.12  4.00  -0.12
H  -0.38  -2.03  -1.61
H  -1.00  -1.01  -0.54
H  -0.10  -2.25  0.02
H  0.43  -4.12  1.07
H  -0.49  -3.49  2.07
O  0.07  -3.25  1.32

# 7
Formula: C20H29BrN5OSY
Source: the OMol25 dataset
Level of theory: ωB97M-V/def2-TZVPD

Computed properties:
energy above the lowest of the compared OMol25 structures with the same formula, charge and spin: 4.5 kcal/mol
charge: +2
HOMO level: -13.7 eV
frontier orbital gap: 0.2941 Ha

Positions of all 58 atoms, in Å:
Y  -0.30  0.84  -0.58
O  5.61  3.72  -0.51
C  4.49  3.03  -0.52
C  4.41  1.65  -0.27
C  3.18  1.04  -0.30
N  2.03  1.69  -0.56
C  2.14  3.01  -0.80
Br  0.48  3.83  -1.16
C  3.31  3.73  -0.79
H  6.39  3.18  -0.32
H  5.30  1.07  -0.06
H  3.09  -0.02  -0.10
H  3.33  4.79  -0.99
C  -1.58  0.42  2.33
N  -0.70  1.45  1.72
C  0.49  1.62  2.57
C  -1.47  2.73  1.69
C  -2.54  2.71  0.62
C  -3.72  3.41  0.81
C  -4.67  3.45  -0.19
C  -4.46  2.76  -1.38
C  -3.29  2.03  -1.54
C  -2.29  1.98  -0.56
H  -1.87  0.72  3.34
H  -1.06  -0.53  2.38
H  -2.49  0.32  1.73
H  0.20  1.91  3.59
H  1.14  2.39  2.16
H  1.04  0.68  2.63
H  -0.75  3.53  1.51
H  -1.90  2.91  2.68
H  -3.90  3.94  1.74
H  -5.59  4.00  -0.04
H  -5.20  2.79  -2.16
H  -3.16  1.49  -2.48
N  -2.90  -1.63  -1.41
C  -1.95  -1.00  -1.25
H  -3.74  -2.17  -1.57
C  1.09  -5.31  0.05
N  0.55  -4.02  0.50
C  0.20  -3.98  1.92
C  0.69  -2.90  -0.21
S  0.88  -1.40  0.61
N  0.68  -2.98  -1.56
C  1.30  -1.99  -2.42
C  -0.08  -4.01  -2.26
H  1.70  -5.71  0.86
H  1.72  -5.17  -0.82
H  0.30  -6.02  -0.17
H  -0.28  -4.93  2.16
H  -0.48  -3.17  2.12
H  1.10  -3.87  2.54
H  2.01  -1.39  -1.85
H  0.54  -1.35  -2.89
H  1.84  -2.50  -3.22
H  -0.81  -4.45  -1.59
H  0.56  -4.79  -2.67
H  -0.61  -3.53  -3.09

# 8
Formula: C19H21NO2S
Source: the OMol25 dataset
Level of theory: ωB97M-V/def2-TZVPD

Computed properties:
energy above the lowest of the compared OMol25 structures with the same formula, charge and spin: 281.8 kcal/mol
charge: 0
HOMO level: -7.8 eV
frontier orbital gap: 0.3055 Ha

Positions of all 44 atoms, in Å:
C  -0.98  -2.84  -0.55
H  -0.90  -3.92  -0.40
O  -2.16  -2.28  -0.36
C  -2.55  -1.08  -0.38
C  -3.88  -0.94  -0.04
C  -4.42  0.44  0.27
C  -3.61  1.46  0.05
C  -2.27  1.34  -0.69
C  -1.82  0.04  -0.81
C  -0.38  -0.15  -1.35
O  -0.26  -0.48  -2.37
N  0.44  0.66  -0.76
H  0.34  0.80  0.12
C  1.94  0.77  -1.09
C  2.81  -0.13  -0.34
C  2.67  -1.53  -0.13
C  3.54  -2.44  0.65
C  4.32  -1.72  1.59
C  4.54  -0.18  1.49
C  3.64  0.55  0.82
C  3.77  2.00  0.67
C  2.50  2.82  0.32
C  2.32  2.27  -1.17
H  1.46  2.76  -1.54
H  3.22  2.40  -2.08
H  2.91  3.81  0.08
H  1.76  2.41  0.81
H  4.01  2.48  1.76
H  4.64  2.24  0.31
H  5.14  0.15  2.33
H  4.97  -2.16  2.12
H  3.41  -3.38  0.42
H  2.11  -1.92  -0.95
H  1.89  0.10  -2.14
H  -1.64  2.07  -0.85
H  -3.84  2.80  0.01
S  -5.95  0.96  0.61
C  -6.81  -0.63  1.24
H  -7.85  -0.37  1.27
H  -6.91  -1.06  0.13
H  -6.25  -1.30  1.92
H  -4.64  -1.55  0.62
H  -0.88  -2.75  -1.65
H  -0.32  -2.49  0.02

# 9
Formula: C23H42O19
Source: the OMol25 dataset
Level of theory: ωB97M-V/def2-TZVPD

Computed properties:
structure (SMILES): COC(=O)OC.COC(=O)OC.COC(=O)OC.COC(=O)OC.COC(=O)OC.O=C1CCCO1.O=C1CCCO1
energy above the lowest of the compared OMol25 structures with the same formula, charge and spin: 28.3 kcal/mol
charge: 0
HOMO level: -10.2 eV
frontier orbital gap: 0.3947 Ha

Positions of all 84 atoms, in Å:
C  -4.03  -4.37  0.08
O  -3.45  -4.73  -1.21
C  -4.00  -5.68  -2.02
O  -3.39  -6.26  -2.90
O  -5.30  -5.76  -1.83
C  -6.02  -6.67  -2.58
H  -3.41  -3.74  0.72
H  -4.30  -5.31  0.55
H  -4.95  -3.83  -0.14
H  -5.67  -7.59  -3.04
H  -6.54  -6.17  -3.40
H  -6.79  -6.96  -1.87
C  -2.83  -2.03  -3.12
O  -2.68  -0.63  -3.07
C  -1.56  0.00  -3.16
O  -0.46  -0.45  -3.59
O  -1.97  1.29  -3.00
C  -1.08  2.36  -2.93
H  -2.54  -2.49  -2.18
H  -2.34  -2.44  -4.01
H  -3.83  -2.41  -3.33
H  -0.04  2.12  -3.17
H  -1.14  2.70  -1.89
H  -1.44  3.22  -3.48
C  -2.22  -2.37  4.19
O  -1.75  -1.01  4.46
C  -0.46  -0.63  4.69
O  0.54  -1.38  4.59
O  -0.39  0.60  5.09
C  0.88  1.28  5.14
H  -2.34  -2.48  3.12
H  -3.21  -2.57  4.59
H  -1.62  -3.15  4.66
H  1.06  1.67  4.13
H  1.67  0.59  5.43
H  1.08  2.06  5.87
C  1.52  4.12  1.90
O  1.39  5.24  1.11
C  0.28  5.37  0.15
O  -0.57  4.52  -0.11
O  0.43  6.49  -0.60
C  -0.53  6.81  -1.57
H  0.64  3.79  2.44
H  2.37  4.19  2.59
H  1.66  3.23  1.28
H  -0.05  7.69  -2.00
H  -1.49  7.07  -1.14
H  -0.51  6.00  -2.30
C  3.48  0.69  -1.21
O  4.15  0.86  -2.50
C  3.88  1.96  -3.25
O  2.94  2.79  -3.09
O  4.84  1.95  -4.22
C  4.71  2.79  -5.40
H  2.40  0.77  -1.25
H  3.90  1.42  -0.52
H  3.79  -0.30  -0.85
H  5.32  3.69  -5.38
H  3.71  3.19  -5.28
H  5.01  2.21  -6.28
O  2.82  0.90  2.89
C  3.18  -0.22  2.61
O  2.94  -0.83  1.39
C  3.44  -2.14  1.35
C  4.33  -2.29  2.57
C  4.12  -1.05  3.42
H  4.04  -2.33  0.46
H  2.64  -2.88  1.41
H  5.33  -2.19  2.15
H  4.26  -3.10  3.29
H  5.08  -0.55  3.56
H  3.61  -1.17  4.38
O  -2.92  -1.42  0.38
C  -2.01  -0.68  0.49
O  -0.77  -1.06  0.12
C  0.03  0.15  0.05
C  -0.57  1.09  0.97
C  -2.03  0.75  0.77
H  0.20  0.55  -0.95
H  1.01  -0.11  0.44
H  -0.20  2.08  0.71
H  -0.25  0.95  2.00
H  -2.47  1.23  -0.10
H  -2.59  0.96  1.68

Number 1: E_tot -52993.8364 eV, F_max 0.051 hartree/bohr. Number 2: E_tot -15244.6918 eV, F_max 0.121 hartree/bohr. Number 3: E_tot -79853.5027 eV, F_max 0.100 hartree/bohr. Number 4: E_tot -33966.2694 eV, F_max 0.045 hartree/bohr. Number 5: E_tot -9964.6884 eV, F_max 0.063 hartree/bohr. Number 6: E_tot -8347.1360 eV, F_max 0.123 hartree/bohr. Number 7: E_tot -112616.6753 eV, F_max 0.011 hartree/bohr. Number 8: E_tot -36451.2951 eV, F_max 0.345 hartree/bohr. Number 9: E_tot -63431.0278 eV, F_max 0.096 hartree/bohr.